An isolated ion of composition C22H39F7N4O3PS2 and charge +1 in a non-equilibrium geometry. Source: OMol25; level of theory: ωB97M-V with the def2-TZVPD basis set.

Its LUMO energy is -3.40 eV. As for the energy above the lowest of the compared OMol25 structures with the same formula, charge and spin: 0.0 kcal per mole. The calculation puts the frontier orbital gap at 6.57 eV. The strongest force on any atom comes out at 3.154 eV/Å. The highest occupied orbital energy comes out at -9.969 eV. Its total charge is +1.

Geometry (Å):
1 C 2.020 3.839 -0.750
2 C 0.622 3.531 -0.184
3 C 0.771 3.110 1.280
4 C -0.528 2.562 1.904
5 N -0.211 2.012 3.233
6 C -0.868 0.721 3.517
7 C 0.220 -0.393 3.464
8 C -0.248 -1.684 2.794
9 C -0.587 -1.468 1.313
10 N -0.948 -2.742 0.632
11 C -0.191 -3.170 -0.328
12 N 0.926 -2.571 -0.842
13 C 2.198 -2.724 -0.096
14 C 2.833 -1.404 0.384
15 C 3.934 -0.857 -0.519
16 F 3.405 -1.672 1.620
17 C 0.854 -2.915 -2.265
18 C 1.902 -2.375 -3.234
19 C 1.373 -1.207 -4.095
20 O 0.192 -1.528 -4.784
21 C 1.261 0.113 -3.327
22 F 0.274 0.827 -3.822
23 F 2.367 0.806 -3.472
24 F 1.018 -0.031 -2.025
25 C 0.516 -4.418 -2.201
26 P 1.891 -5.644 -1.793
27 O 1.898 -6.691 -3.049
28 O 1.224 -6.517 -0.565
29 N -0.406 -4.374 -1.010
30 C -2.111 -3.448 1.115
31 F -1.778 -4.294 2.042
32 F -2.766 -4.043 0.163
33 F -2.925 -2.586 1.669
34 C -0.343 2.940 4.284
35 S 0.738 2.888 5.498
36 S -1.682 4.148 4.390
37 C -0.946 5.732 3.838
38 C -1.094 6.014 2.332
39 C -2.523 5.892 1.779
40 H 2.398 4.736 -0.257
41 H 2.725 3.013 -0.634
42 H 1.948 4.071 -1.817
43 H 0.048 4.462 -0.182
44 H 0.118 2.766 -0.781
45 H 1.080 3.953 1.911
46 H 1.525 2.330 1.431
47 H -1.356 3.281 1.896
48 H -0.850 1.716 1.281
49 H -1.689 0.504 2.825
50 H -1.314 0.751 4.513
51 H 1.146 0.001 3.042
52 H 0.455 -0.628 4.506
53 H -1.125 -2.044 3.341
54 H 0.502 -2.472 2.920
55 H 0.301 -1.035 0.863
56 H -1.376 -0.730 1.192
57 H 2.060 -3.401 0.752
58 H 2.922 -3.213 -0.750
59 H 2.080 -0.620 0.494
60 H 4.722 -0.347 0.032
61 H 4.387 -1.612 -1.167
62 H 3.489 -0.112 -1.187
63 H -0.113 -2.477 -2.556
64 H 2.863 -2.132 -2.780
65 H 2.108 -3.179 -3.951
66 H 2.145 -1.048 -4.858
67 H 0.194 -2.469 -4.998
68 H 0.012 -4.693 -3.133
69 H 2.592 -7.341 -2.856
70 H 1.857 -6.545 0.166
71 H -1.318 -4.290 -1.471
72 H 0.126 5.714 4.057
73 H -1.353 6.568 4.408
74 H -0.792 7.057 2.180
75 H -0.378 5.432 1.752
76 H -2.467 5.616 0.721
77 H -3.064 6.837 1.831
78 H -3.125 5.124 2.267

***

C2H5BO as an isolated structure in a non-equilibrium geometry. Source: OMol25; level of theory: ωB97M-V with the def2-TZVPD basis set.

Its LUMO energy is -0.15 eV. As for the energy above the lowest of the compared OMol25 structures with the same formula, charge and spin: 87.0 kcal per mole. The calculation puts the frontier orbital gap at 9.77 eV. The strongest force on any atom comes out at 4.476 eV/Å. The highest occupied orbital energy comes out at -9.923 eV.

Geometry (Å):
1 B 1.320 -0.483 -0.087
2 C -1.305 0.115 0.480
3 C -0.044 0.480 -0.343
4 O -2.402 0.077 -0.023
5 H 1.088 -1.448 0.325
6 H 0.120 1.487 -0.180
7 H -1.238 -0.137 1.616
8 H -0.279 0.293 -1.452
9 H 2.740 -0.384 -0.335

***

One molecule with the formula C21H29BClN2O8P in a non-equilibrium geometry. Source: OMol25; level of theory: ωB97M-V with the def2-TZVPD basis set.

Its LUMO energy is -0.87 eV. As for the energy above the lowest of the compared OMol25 structures with the same formula, charge and spin: 0.0 kcal per mole. The calculation puts the frontier orbital gap at 8.67 eV. The strongest force on any atom comes out at 2.829 eV/Å. The highest occupied orbital energy comes out at -9.535 eV.

Geometry (Å):
1 C -2.665 6.785 4.184
2 C -2.241 5.843 5.289
3 O -1.204 6.031 5.879
4 O -3.041 4.783 5.634
5 C -2.741 3.609 4.837
6 C -1.445 2.948 5.301
7 C -1.331 1.477 4.812
8 C -0.011 1.294 4.049
9 C 0.204 -0.179 3.626
10 C -0.102 -0.364 2.103
11 C 1.159 -0.676 1.267
12 C 1.061 -2.054 0.543
13 C 1.517 -2.008 -0.897
14 C 2.530 -2.803 -1.384
15 Cl 3.306 -3.957 -0.333
16 C 2.972 -2.772 -2.680
17 P 4.296 -3.894 -3.233
18 O 3.804 -5.286 -3.352
19 C 2.399 -1.915 -3.597
20 B 2.835 -1.781 -5.122
21 O 2.147 -2.412 -6.118
22 O 3.916 -0.979 -5.427
23 C 1.389 -1.146 -3.131
24 C 0.945 -1.171 -1.815
25 C -0.214 -0.161 -1.725
26 O -0.595 0.509 -0.810
27 N -0.715 -0.150 -3.097
28 N -1.470 -1.382 -3.172
29 C -2.870 -1.118 -2.778
30 C -1.521 -1.915 -4.541
31 C -0.890 -3.286 -4.722
32 O -1.988 -1.318 -5.475
33 C 0.515 -0.144 -3.856
34 O 0.801 0.549 -4.797
35 H -2.343 7.778 4.485
36 H -3.743 6.826 4.034
37 H -2.174 6.517 3.250
38 H -2.690 3.944 3.795
39 H -3.593 2.942 4.946
40 H -1.422 3.008 6.386
41 H -0.614 3.502 4.868
42 H -2.197 1.167 4.224
43 H -1.278 0.845 5.701
44 H -0.045 1.957 3.180
45 H 0.819 1.641 4.667
46 H -0.467 -0.835 4.180
47 H 1.231 -0.463 3.855
48 H -0.636 0.511 1.742
49 H -0.817 -1.186 2.030
50 H 2.011 -0.733 1.943
51 H 1.384 0.117 0.559
52 H 1.753 -2.712 1.064
53 H 0.071 -2.503 0.620
54 H 5.355 -3.874 -2.300
55 H 4.714 -3.471 -4.518
56 H 1.980 -1.750 -6.802
57 H 3.797 -0.112 -5.023
58 H -3.189 -0.154 -3.176
59 H -3.009 -1.198 -1.702
60 H -3.512 -1.870 -3.240
61 H -0.497 -3.647 -3.771
62 H -0.030 -3.184 -5.383
63 H -1.615 -4.017 -5.072

***

A 12-piece molecular cluster, C5H36N3O11 overall in a non-equilibrium geometry. Source: OMol25; level of theory: ωB97M-V with the def2-TZVPD basis set.

Its LUMO energy (alpha / beta) is -6.41 / -11.10 eV. As for the energy above the lowest of the compared OMol25 structures with the same formula, charge and spin: 0.0 kcal per mole. The calculation puts the frontier orbital gap (alpha / beta) at 9.78 / 5.08 eV. The strongest force on any atom comes out at 2.361 eV/Å. The highest occupied orbital energy (alpha / beta) comes out at -16.184 / -16.182 eV. As for the spin multiplicity: 2. Its total charge is +2.

Geometry (Å):
1 C -1.758 0.968 -0.511
2 C -0.516 0.368 0.121
3 C -0.532 -1.171 0.039
4 C 0.734 -1.839 0.590
5 N 1.905 -1.494 -0.216
6 C 2.937 -0.867 0.462
7 N 3.552 0.039 -0.160
8 N -2.716 1.242 0.628
9 H -2.369 0.402 -1.191
10 H -1.497 1.896 -0.986
11 H -0.311 0.876 1.069
12 H 0.359 0.574 -0.493
13 H -0.686 -1.419 -1.000
14 H -1.344 -1.568 0.648
15 H 0.907 -1.455 1.592
16 H 0.511 -2.910 0.640
17 H 1.567 -1.189 -1.144
18 H 3.104 -1.273 1.456
19 H 4.327 0.437 0.369
20 H -3.620 1.583 0.324
21 H -2.899 0.359 1.150
22 H -2.345 1.987 1.209
23 H 2.781 1.980 -1.463
24 H 1.550 1.391 -2.127
25 O 1.882 2.226 -1.711
26 H 0.014 -0.300 4.479
27 H -0.207 1.129 3.824
28 O -0.655 0.304 4.137
29 H 2.477 -2.710 -3.179
30 H 3.416 -1.560 -3.463
31 O 2.547 -1.927 -3.750
32 H -3.805 -1.133 -1.846
33 H -2.963 -2.311 -1.720
34 O -3.673 -1.860 -1.224
35 H 1.931 2.120 3.077
36 H 0.786 2.604 2.067
37 O 1.003 2.316 2.980
38 H -1.005 3.532 2.884
39 H -1.843 2.476 3.698
40 O -1.732 2.881 2.838
41 H 3.393 -3.713 -1.315
42 H 1.956 -4.165 -0.813
43 O 2.497 -3.955 -1.600
44 H -2.421 -0.495 3.128
45 H -3.831 -1.195 2.887
46 O -3.224 -0.488 2.602
47 H 0.565 4.032 -0.093
48 H 0.787 2.616 -0.450
49 O 0.363 3.163 0.267
50 H -2.231 -0.705 -3.516
51 H -0.898 -0.537 -2.677
52 O -1.837 -0.823 -2.634
53 H 1.454 -0.814 -3.128
54 H 0.778 0.436 -3.791
55 O 0.835 -0.057 -2.963

***

One molecule with the formula C6H12N2O2S2 in a non-equilibrium geometry. Source: OMol25; level of theory: ωB97M-V with the def2-TZVPD basis set.

Its LUMO energy is 0.41 eV. As for the energy above the lowest of the compared OMol25 structures with the same formula, charge and spin: 0.0 kcal per mole. The calculation puts the frontier orbital gap at 8.87 eV. The strongest force on any atom comes out at 5.483 eV/Å. The highest occupied orbital energy comes out at -8.464 eV.

Geometry (Å):
1 C 3.244 0.242 1.175
2 C 2.036 0.911 0.615
3 N 1.204 0.439 -0.227
4 C 0.253 1.313 -0.601
5 S -1.486 0.915 0.643
6 O -2.605 1.791 0.279
7 O -0.947 0.800 1.985
8 N -2.173 -0.527 0.299
9 C -2.615 -0.668 -1.152
10 C -1.581 -1.733 0.815
11 C 0.625 2.755 -0.314
12 S 1.794 2.566 1.106
13 H 2.942 -0.746 1.504
14 H 3.722 0.903 1.958
15 H 3.945 0.082 0.436
16 H -0.219 1.028 -1.628
17 H -3.390 -1.260 -1.086
18 H -2.997 0.344 -1.538
19 H -1.833 -1.148 -1.671
20 H -0.884 -2.271 0.156
21 H -1.019 -1.528 1.721
22 H -2.356 -2.456 0.929
23 H 1.114 3.234 -1.133
24 H -0.254 3.510 -0.061

***

C7H9N as an isolated structure in a non-equilibrium geometry. Source: OMol25; level of theory: ωB97M-V with the def2-TZVPD basis set.

Its LUMO energy is 1.09 eV. As for the energy above the lowest of the compared OMol25 structures with the same formula, charge and spin: 78.2 kcal per mole. The calculation puts the frontier orbital gap at 9.60 eV. The strongest force on any atom comes out at 8.232 eV/Å. The highest occupied orbital energy comes out at -8.515 eV.

Geometry (Å):
1 C 2.545 0.161 0.347
2 C 0.276 -0.319 -0.238
3 C -0.223 0.955 -0.216
4 C -1.541 1.295 -0.142
5 C -2.417 0.193 0.059
6 C -2.026 -1.038 0.114
7 C -0.644 -1.400 -0.057
8 H 2.570 1.444 0.012
9 H 2.175 -0.007 1.383
10 H 3.577 -0.119 0.271
11 H 1.967 -0.781 -1.183
12 H 0.651 2.025 -0.306
13 H -1.871 2.254 -0.005
14 H -3.428 0.325 0.284
15 H -2.778 -1.917 0.061
16 H -0.448 -2.434 -0.002
17 N 1.615 -0.638 -0.381

***

Question: What is the energy above the lowest of the compared OMol25 structures with the same formula, charge and spin in the third record?
Answer: 0.0 kcal per mole

***

Question: What is the energy above the lowest of the compared OMol25 structures with the same formula, charge and spin in the third record?
Answer: 0.0 kcal per mole